57
Properties=species:S:1:pos:R:3 method="wB97M-V/def2-TZVPD" homo_energy_ev=-6.48 orbital_gap_ev=6.199 multiplicity=1 molar_mass_g_mol=665.4 relative_energy_kj_mol=13.3
Ag 0.385 -0.850 1.280
Se 1.399 -4.618 1.083
Se 1.489 -3.951 -1.118
C 2.698 -2.452 -0.985
C 3.876 -2.501 -1.718
C 4.746 -1.425 -1.640
C 4.425 -0.369 -0.807
C 3.232 -0.416 -0.102
N 2.365 -1.425 -0.212
C -0.395 -4.099 1.549
C -1.128 -4.959 2.357
C -2.408 -4.584 2.722
C -2.922 -3.389 2.243
C -2.116 -2.606 1.434
N -0.865 -2.944 1.108
H 4.102 -3.374 -2.315
H 5.672 -1.429 -2.200
H 5.088 0.477 -0.690
H 2.947 0.367 0.594
H -0.701 -5.901 2.675
H -3.004 -5.223 3.359
H -3.922 -3.066 2.493
H -2.459 -1.663 1.027
S 1.434 0.357 3.064
C 0.736 1.977 2.951
C -0.562 2.213 2.481
C -1.075 3.498 2.399
C -0.309 4.589 2.787
C 0.975 4.370 3.265
C 1.491 3.085 3.347
H -1.164 1.364 2.173
H -2.083 3.647 2.029
H -0.707 5.593 2.723
H 1.585 5.209 3.576
H 2.496 2.922 3.715
C -3.627 0.985 -2.132
C -2.706 0.635 -3.296
C -1.914 -0.650 -3.102
S -0.568 -0.662 -1.890
O -1.160 -0.288 -0.558
C 0.392 0.770 -2.496
C 0.046 2.094 -1.815
C 0.906 2.364 -0.585
H -4.197 1.886 -2.355
H -3.068 1.143 -1.211
H -4.335 0.175 -1.948
H -2.025 1.464 -3.503
H -3.308 0.505 -4.200
H -1.433 -0.975 -4.028
H -2.559 -1.464 -2.760
H 0.247 0.789 -3.577
H 1.434 0.501 -2.312
H -1.005 2.106 -1.527
H 0.186 2.898 -2.543
H 0.784 1.578 0.163
H 0.627 3.305 -0.111
H 1.962 2.419 -0.860



21
Properties=species:S:1:pos:R:3 method="wB97M-V/def2-TZVPD" homo_energy_ev="-5.87 / -5.87" orbital_gap_ev="6.868 / 6.869" multiplicity=1 molar_mass_g_mol=102.2 relative_energy_kj_mol=496.6
C 0.539 -0.189 -0.599
C -0.193 0.613 0.278
C -0.902 1.924 -1.201
C 1.028 -1.205 1.408
C 0.089 -2.378 1.530
N -0.046 -1.122 -1.411
N -0.504 3.272 -0.927
H 1.501 0.177 -0.942
H 0.403 -1.380 -2.273
H -0.902 -1.552 -1.092
H 0.416 3.495 -1.288
H -0.516 3.447 0.074
H -1.140 0.258 0.667
H 0.348 1.317 0.894
H -1.968 1.796 -1.001
H -0.745 1.705 -2.258
H 2.053 -1.492 1.167
H 1.053 -0.575 2.299
H 0.163 -3.037 0.657
H -0.959 -2.057 1.610
H 0.280 -3.015 2.408



25
Properties=species:S:1:pos:R:3 method="wB97M-V/def2-TZVPD" homo_energy_ev=-13.42 orbital_gap_ev=10.854 multiplicity=1 molar_mass_g_mol=129.2 relative_energy_kj_mol=71.3 charge=+1
C -0.185 1.546 1.071
C -0.392 1.632 -0.444
C 0.837 1.653 -1.347
N 1.553 0.388 -1.245
N 0.822 0.466 1.401
H -1.119 1.242 1.516
H 0.278 2.445 1.460
H -0.999 0.773 -0.761
H -1.008 2.502 -0.676
H 0.571 1.976 -2.359
H 1.536 2.446 -1.041
H 0.961 -0.413 -1.427
H 0.419 -0.383 1.826
H 2.373 0.315 -1.840
H 1.519 0.752 2.073
H 1.411 0.294 0.532
H -1.337 -2.498 -0.105
H -0.327 -3.536 0.271
O -0.745 -2.742 0.626
H -1.003 -1.942 3.052
H -1.338 -0.472 3.489
O -0.634 -1.067 3.222
H -1.514 -1.299 -3.484
H -0.705 -2.473 -3.069
O -0.976 -1.604 -2.740



15
Properties=species:S:1:pos:R:3 method="wB97M-V/def2-TZVPD" homo_energy_ev=-4.45 orbital_gap_ev=8.295 multiplicity=1 molar_mass_g_mol=106.1 relative_energy_kj_mol=0.0 charge=-1
C 0.164 1.286 -0.406
N -0.026 0.247 0.578
C 0.960 -0.061 1.522
O 1.894 0.752 1.657
O 0.801 -1.175 2.138
C -0.779 1.097 -1.583
H -0.011 2.276 0.022
H 1.205 1.302 -0.741
H -0.639 -0.492 0.260
H -0.542 1.842 -2.351
H -1.813 1.223 -1.286
H -0.657 0.104 -2.033
H 0.088 -3.334 0.252
H -0.037 -2.246 1.294
O -0.609 -2.822 0.678



28
Properties=species:S:1:pos:R:3 method="wB97M-V/def2-TZVPD" homo_energy_ev=-7.72 smiles=Cc1ccc(O)cc1.Cc1c[nH]cn1 orbital_gap_ev=8.357 multiplicity=1 molar_mass_g_mol=190.2 relative_energy_kj_mol=135.8
C -2.858 2.750 -3.061
C -1.698 1.918 -2.493
C -1.583 1.819 -1.136
C -0.632 0.957 -0.521
C 0.327 0.450 -1.367
O 1.355 -0.404 -1.049
C 0.302 0.660 -2.768
C -0.749 1.308 -3.352
H -3.672 2.757 -2.343
H -3.299 2.318 -3.961
H -2.417 3.698 -3.375
H -2.344 2.282 -0.534
H -0.570 0.852 0.547
H 1.336 -0.663 -0.113
H 1.061 0.257 -3.426
H -1.027 1.435 -4.391
C 1.002 -3.227 1.197
C 1.019 -2.138 2.210
C 0.738 -2.097 3.544
N 0.757 -0.769 3.896
C 1.010 -0.049 2.786
N 1.250 -0.840 1.763
H 0.108 -3.129 0.569
H 0.829 -4.154 1.758
H 1.780 -3.424 0.463
H 0.433 -2.889 4.204
H 0.396 -0.481 4.796
H 0.992 1.026 2.727